(1)
C11H10MnO7S as an isolated structure. Source: OMol25; level of theory: the ωB97M-V functional and the def2-TZVPD basis.

- E_LUMO (spin up / spin down): -0.4692 / -0.6544 eV
- Net charge: 0
- 2S+1: 6
- E_HOMO (spin up / spin down): -7.8 / -8.0 eV

Atoms and positions in Å:
Mn1 1.0600 0.2817 -1.4466
O1 1.9291 0.3377 -5.6022
C1 1.4859 0.3058 -4.3681
O2 2.0687 0.7374 -3.3590
C2 0.0891 -0.1874 -4.2868
O3 -0.5102 0.7779 -3.3977
C3 -1.7516 0.3268 -2.8233
C4 -1.4981 -0.8976 -1.8360
O4 -2.5113 -1.5165 -1.4991
O5 -0.2987 -1.2242 -1.4821
H1 2.8177 0.8489 -5.6541
H2 -0.4827 -0.2168 -5.2778
H3 0.0269 -1.1721 -3.7949
H4 -2.1728 1.1903 -2.2714
H5 -2.4729 -0.0919 -3.5452
O6 -2.2011 -0.3470 5.4435
C5 -0.8674 -0.3505 5.3789
O7 -0.1539 -0.6006 6.3346
C6 -0.1578 -0.0766 4.0421
C7 1.1584 0.3946 4.0889
C8 1.8728 0.6099 2.9281
C9 1.2962 0.3381 1.6723
S1 2.4381 0.4073 0.3785
C10 -0.0367 -0.1110 1.6015
C11 -0.7780 -0.2401 2.7770
H6 -2.6724 0.0689 4.7514
H7 1.6212 0.3916 5.0897
H8 2.9121 0.9703 2.8919
H9 -0.4276 -0.4446 0.6605
H10 -1.7831 -0.5101 2.6057

Atom charges from the natural (NBO) analysis, given in e for atoms 1 to 6: 1.46 -0.62 0.81 -0.67 -0.21 -0.57

(2)
One molecule with the formula C11H10N2. Source: OMol25; level of theory: the ωB97M-V functional and the def2-TZVPD basis.

- E_LUMO: 0.7515 eV
- Net charge: 0
- Energy above the lowest of the compared OMol25 structures with the same formula, charge and spin: 183.1 kJ/mol
- E_HOMO: -9.0 eV
- SMILES: Cc1cccnc1-c1cccnc1

Atoms and positions in Å:
C1 -2.0837 0.8061 -0.3223
C2 -0.9233 0.9303 0.6643
C3 -1.1693 1.6171 1.9034
C4 -0.2546 1.6622 2.8459
C5 0.9476 0.9371 2.6625
C6 0.3885 0.4711 0.4889
C7 0.7695 -0.3454 -0.7050
C8 0.0490 -1.4534 -0.9330
C9 0.5370 -2.4298 -1.8304
C10 1.4258 -1.9910 -2.7668
C11 1.8482 -0.1273 -1.5823
H1 -3.0818 0.5215 0.2415
H2 -1.9997 -0.0255 -0.9458
H3 -2.2473 1.7321 -0.9542
H4 -2.1673 2.0521 2.1522
H5 -0.6164 2.1041 3.8435
H6 1.7225 0.9390 3.4275
H7 -0.7276 -1.9241 -0.2475
H8 0.0546 -3.4215 -1.6038
H9 1.6494 -2.4031 -3.7520
H10 2.4619 0.7206 -1.4082
N1 1.2960 0.5039 1.5029
N2 2.1212 -0.8759 -2.6815

Atom charges from the natural (NBO) analysis, given in e for atoms 1 to 6: -0.64 -0.03 -0.18 -0.26 0.05 0.17

(3)
One molecule with the formula C11H10N2. Source: OMol25; level of theory: the ωB97M-V functional and the def2-TZVPD basis.

- E_LUMO: 0.4315 eV
- Net charge: 0
- Energy above the lowest of the compared OMol25 structures with the same formula, charge and spin: 126.1 kJ/mol
- E_HOMO: -8.7 eV
- SMILES: Cc1cccc(-c2cccnc2)n1

Atoms and positions in Å:
C1 3.1427 -1.8422 0.3167
C2 2.3047 -0.6504 0.0188
C3 2.7815 0.6139 -0.2760
C4 2.0220 1.7203 -0.4675
C5 0.6480 1.5761 -0.1634
C6 0.2094 0.3394 0.1051
C7 -1.2828 0.1277 0.0553
C8 -2.3045 1.0401 0.4323
C9 -3.6101 0.7430 0.2707
C10 -3.9742 -0.5226 -0.1921
C11 -1.8492 -1.1755 -0.3719
H1 4.2292 -1.4802 0.2484
H2 2.8763 -2.2454 1.3316
H3 2.9714 -2.5445 -0.4929
H4 3.8661 0.7295 -0.4302
H5 2.6419 2.6840 -0.8045
H6 -0.0416 2.4456 -0.0894
H7 -1.8954 1.9731 0.8795
H8 -4.3624 1.5047 0.6465
H9 -5.0007 -0.8041 -0.0212
H10 -1.2041 -1.9751 -0.6566
N1 0.9571 -0.7725 0.1924
N2 -3.1253 -1.4851 -0.5317

Atom charges from the natural (NBO) analysis, given in e for atoms 1 to 6: -0.64 0.23 -0.28 -0.15 -0.24 0.15

(4)
One molecule with the formula C11H10N2. Source: OMol25; level of theory: the ωB97M-V functional and the def2-TZVPD basis.

- E_LUMO: 0.5683 eV
- Net charge: 0
- Energy above the lowest of the compared OMol25 structures with the same formula, charge and spin: 81.4 kJ/mol
- E_HOMO: -8.3 eV
- SMILES: Nc1cccc(-c2ccccc2)n1

Atoms and positions in Å:
C1 -0.4045 2.5843 0.2567
C2 -0.9290 2.9400 -0.9831
C3 -1.1204 1.9409 -1.9067
C4 -0.8072 0.6015 -1.5834
C5 -0.2471 0.2841 -0.3436
C6 0.1979 -1.1153 -0.0302
C7 0.1092 -1.4159 1.3514
C8 0.6127 -2.6431 1.7719
C9 1.1888 -3.5404 0.8297
C10 1.1446 -3.2666 -0.5489
C11 0.6370 -1.9942 -1.0211
H1 -0.1667 3.1919 2.2295
H2 -0.9590 4.3048 1.4171
H3 -0.8982 4.0955 -1.1846
H4 -1.4307 2.1087 -2.9560
H5 -0.8401 -0.1915 -2.3013
H6 -0.4284 -0.7479 2.0537
H7 0.5714 -2.8382 2.8698
H8 1.7662 -4.4022 1.3167
H9 1.5033 -4.0046 -1.3009
H10 0.7962 -1.7783 -2.0064
N1 -0.1975 3.5412 1.2803
N2 -0.1177 1.3174 0.5921

Atom charges from the natural (NBO) analysis, given in e for atoms 1 to 6: 0.37 -0.30 -0.15 -0.28 0.19 0.01

(5)
One molecule with the formula C11H10N2. Source: OMol25; level of theory: the ωB97M-V functional and the def2-TZVPD basis.

- E_LUMO: 0.6976 eV
- Net charge: 0
- Energy above the lowest of the compared OMol25 structures with the same formula, charge and spin: 145.2 kJ/mol
- E_HOMO: -8.2 eV
- SMILES: Nc1cccc(-c2ccccc2)n1

Atoms and positions in Å:
C1 1.4139 0.8647 -1.9947
C2 0.8459 0.1998 -3.1180
C3 -0.2465 -0.6452 -2.9426
C4 -0.8215 -0.7321 -1.6302
C5 -0.2036 -0.0923 -0.5924
C6 -0.5455 -0.1732 0.8415
C7 -0.2387 0.9298 1.7445
C8 -0.4196 0.7419 3.1570
C9 -1.1134 -0.3827 3.5390
C10 -1.2456 -1.4872 2.7011
C11 -0.9839 -1.4071 1.3144
H1 2.7714 1.8345 -1.1460
H2 2.6799 2.3135 -2.9064
H3 1.4520 0.2815 -4.0121
H4 -0.4966 -1.3057 -3.7905
H5 -1.6888 -1.3042 -1.5016
H6 0.0536 1.7985 1.0881
H7 -0.3949 1.6669 3.6871
H8 -1.4466 -0.7888 4.6069
H9 -1.6385 -2.4300 3.2174
H10 -1.2118 -2.1644 0.6050
N1 2.5128 1.5831 -2.1337
N2 0.9660 0.6985 -0.7339

Atom charges from the natural (NBO) analysis, given in e for atoms 1 to 6: 0.38 -0.31 -0.13 -0.31 0.21 -0.08

(6)
One molecule with the formula C11H10N2O6. Source: OMol25; level of theory: the ωB97M-V functional and the def2-TZVPD basis.

- E_LUMO: -0.8399 eV
- Net charge: 0
- E_HOMO: -9.0 eV
- SMILES: COc1cc([N+](=O)[O-])ccc1NC(=O)/C=C/C(=O)O

Atoms and positions in Å:
C1 0.7693 -0.2866 3.1114
H1 1.6725 -0.8912 3.2288
H2 -0.0710 -0.7810 3.6059
H3 0.9280 0.6931 3.5582
O1 0.4901 -0.0408 1.7492
C2 0.2451 -1.1080 0.9372
C3 0.2478 -2.4267 1.3414
C4 -0.0215 -3.4289 0.4098
C5 -0.2941 -3.1303 -0.9166
C6 -0.2984 -1.8109 -1.3263
C7 -0.0309 -0.7931 -0.4175
N1 -0.0162 0.5528 -0.7476
C8 -0.2315 1.1400 -1.9637
O2 -0.4682 0.5386 -2.9878
C9 -0.1507 2.6254 -1.9375
C10 -0.4741 3.4022 -0.9047
C11 -0.4282 4.8802 -0.9551
O3 -0.6824 5.5855 -0.0124
O4 -0.0666 5.3661 -2.1471
H4 -0.0551 6.3358 -2.1224
H5 -0.8091 3.0182 0.0493
H6 0.1211 3.0702 -2.8850
H7 0.2083 1.1542 0.0349
H8 -0.5068 -1.5551 -2.3514
H9 -0.4989 -3.9306 -1.6096
N2 -0.0127 -4.7951 0.8499
O5 -0.2491 -5.6560 0.0288
O6 0.2316 -5.0092 2.0209
H10 0.4517 -2.7188 2.3590

Atom charges from the natural (NBO) analysis, given in e for atoms 1 to 6: -0.25 0.19 0.19 0.21 -0.51 0.26